ORCA calculation (wB97M-V/def2-TZVPD) on a 7-piece molecular cluster, C31H69N2O17PS overall.

Summary:
SMILES: CS(=O)(=O)N(C(=O)O[PH2]=O)c1cccnc1.COCCOC.COCCOC.COCCOC.COCCOC.COCCOC.COCCOC
Gap between HOMO and LUMO, eV: 8.78

Geometry as XYZ:
```
121
Properties=species:S:1:pos:R:3:forces:R:3
C 2.411 -1.764 -3.853 -0.992 0.422 0.116
S 2.642 -2.841 -2.456 2.105 -2.082 -0.795
O 3.887 -2.533 -1.833 -0.403 1.196 0.821
O 2.609 -4.170 -2.979 -1.201 -0.053 -0.218
N 1.358 -2.710 -1.339 -0.536 2.052 -1.473
C 0.105 -2.907 -2.085 0.568 -1.737 0.607
O -0.332 -4.002 -2.285 0.147 1.059 -0.168
O -0.461 -1.743 -2.508 -0.071 -0.213 -0.557
P -1.792 -1.934 -3.469 -1.169 0.344 -0.111
O -2.917 -2.647 -2.878 -0.061 -0.132 0.201
C 1.266 -1.435 -0.613 -0.449 -1.359 0.634
C 0.291 -1.418 0.367 0.121 0.128 -0.062
C 0.145 -0.240 1.045 -0.661 -0.643 0.250
C 0.953 0.819 0.728 0.191 1.942 0.790
N 1.925 0.841 -0.169 -0.661 -1.209 -0.011
C 2.031 -0.328 -0.811 1.359 0.619 -1.131
H 2.420 -0.711 -3.596 0.135 0.088 0.187
H 3.170 -1.983 -4.589 0.452 -0.267 0.187
H 1.455 -1.985 -4.317 -0.143 -0.140 0.002
H -1.361 -2.439 -4.710 0.486 -0.029 0.316
H -2.145 -0.601 -3.735 0.675 0.073 0.079
H -0.329 -2.278 0.559 -0.078 -0.197 0.080
H -0.606 -0.142 1.810 -0.100 0.140 0.154
H 0.787 1.744 1.266 0.024 0.174 0.012
H 2.817 -0.373 -1.549 0.158 0.106 -0.020
C -6.200 -7.410 -4.853 0.032 0.001 -0.062
O -6.030 -6.134 -5.440 -0.052 -0.067 0.125
C -6.992 -5.186 -5.002 0.203 0.118 -0.279
C -6.419 -4.247 -3.964 -0.238 -0.002 0.278
O -6.118 -4.921 -2.755 0.095 -0.137 -0.127
C -4.730 -5.200 -2.609 -0.024 0.003 0.199
H -5.316 -8.003 -5.085 0.008 0.030 -0.046
H -6.305 -7.344 -3.767 -0.022 0.002 0.004
H -7.078 -7.912 -5.275 -0.022 -0.025 0.068
H -7.883 -5.688 -4.613 0.010 -0.013 0.055
H -7.290 -4.602 -5.879 -0.040 0.013 0.027
H -7.169 -3.484 -3.728 0.007 0.026 -0.062
H -5.532 -3.738 -4.354 0.024 -0.030 -0.031
H -4.181 -4.285 -2.389 0.002 -0.142 -0.073
H -4.317 -5.670 -3.506 -0.009 0.021 -0.017
H -4.616 -5.890 -1.772 -0.101 -0.010 -0.002
C -0.960 4.139 -0.599 0.050 -0.057 0.045
O -1.251 3.600 0.676 -0.035 0.008 -0.168
C -1.986 4.490 1.506 0.175 -0.270 0.270
C -3.449 4.117 1.558 -0.153 0.366 -0.068
O -4.087 4.310 0.302 0.107 -0.158 -0.041
C -4.275 3.105 -0.415 -0.062 0.063 -0.008
H -0.580 3.331 -1.223 0.034 -0.020 0.047
H -1.850 4.562 -1.072 0.001 0.028 0.006
H -0.186 4.911 -0.521 -0.032 0.046 -0.056
H -1.861 5.525 1.174 -0.063 0.013 -0.032
H -1.565 4.408 2.513 -0.005 0.029 0.002
H -3.952 4.773 2.276 0.025 -0.026 0.041
H -3.570 3.085 1.900 0.045 -0.027 -0.018
H -5.072 2.508 0.042 0.041 -0.074 -0.016
H -3.357 2.513 -0.460 -0.003 -0.017 0.027
H -4.574 3.365 -1.430 -0.031 0.045 0.022
C -0.305 -8.817 -4.295 0.025 0.056 -0.070
O 0.673 -7.796 -4.252 -0.070 -0.151 0.107
C 0.755 -7.156 -2.982 0.166 0.195 -0.288
C 1.941 -7.648 -2.187 -0.182 -0.083 0.320
O 1.793 -9.013 -1.809 0.038 -0.016 -0.172
C 2.548 -9.896 -2.616 -0.019 -0.016 0.085
H -0.161 -9.377 -5.218 0.016 0.042 -0.023
H -0.210 -9.503 -3.449 -0.024 0.007 0.017
H -1.311 -8.384 -4.301 -0.028 -0.060 0.054
H -0.172 -7.296 -2.418 0.009 -0.056 0.019
H 0.879 -6.088 -3.165 0.008 0.003 0.044
H 2.008 -7.066 -1.263 0.027 0.053 -0.034
H 2.867 -7.499 -2.748 -0.009 0.007 -0.049
H 3.614 -9.813 -2.380 0.024 -0.009 -0.083
H 2.394 -9.702 -3.681 0.026 0.020 -0.008
H 2.220 -10.911 -2.395 -0.006 0.015 0.054
C 6.504 -1.235 -0.225 0.020 -0.074 -0.110
O 6.488 0.016 -0.899 0.020 -0.031 0.188
C 5.332 0.784 -0.604 0.207 0.043 -0.272
C 5.626 1.885 0.389 -0.315 0.000 0.202
O 5.951 1.365 1.670 0.149 -0.033 -0.063
C 7.342 1.374 1.935 -0.049 -0.005 0.060
H 7.497 -1.665 -0.343 0.025 0.072 -0.040
H 6.294 -1.119 0.842 -0.006 0.020 0.002
H 5.773 -1.911 -0.674 0.016 -0.011 0.122
H 4.526 0.143 -0.238 0.104 0.051 0.085
H 5.002 1.242 -1.544 -0.071 0.023 0.029
H 4.726 2.497 0.510 -0.001 -0.010 -0.055
H 6.427 2.531 0.019 0.043 -0.038 -0.027
H 7.688 2.397 2.120 0.068 -0.012 -0.040
H 7.913 0.940 1.111 0.002 0.022 -0.018
H 7.513 0.780 2.831 -0.050 0.016 0.024
C 0.186 9.801 5.022 0.034 0.073 -0.018
O 0.261 10.082 3.636 -0.074 -0.134 0.110
C 0.579 8.943 2.853 0.025 0.326 -0.170
C -0.646 8.374 2.172 0.068 -0.386 0.078
O -1.560 7.828 3.112 -0.033 0.154 0.011
C -2.663 8.683 3.367 -0.048 -0.095 0.021
H -0.253 10.668 5.513 0.020 0.034 -0.041
H -0.438 8.927 5.223 0.016 -0.018 0.001
H 1.188 9.636 5.433 -0.023 -0.060 0.041
H 1.069 8.177 3.462 -0.041 -0.038 0.014
H 1.288 9.267 2.085 0.012 -0.050 -0.008
H -0.333 7.555 1.515 0.020 0.033 -0.031
H -1.132 9.135 1.555 0.013 0.051 0.026
H -3.346 8.689 2.512 -0.010 0.074 0.005
H -2.340 9.704 3.585 0.009 0.009 -0.027
H -3.193 8.291 4.234 0.017 -0.056 -0.016
C -0.433 2.656 7.274 0.053 -0.018 0.060
O 0.891 2.307 6.914 -0.158 0.065 -0.083
C 0.962 1.560 5.709 0.313 0.010 0.201
C 1.394 2.422 4.543 -0.266 -0.108 -0.255
O 0.410 3.395 4.220 0.064 0.084 0.145
C 0.731 4.689 4.702 -0.093 0.026 -0.094
H -0.376 3.384 8.081 0.050 -0.022 0.017
H -0.976 3.100 6.436 -0.012 -0.019 -0.010
H -0.976 1.775 7.635 -0.064 0.019 -0.038
H 0.004 1.077 5.494 -0.030 0.036 -0.033
H 1.710 0.775 5.861 -0.017 -0.022 -0.043
H 1.518 1.783 3.663 0.063 -0.014 0.023
H 2.356 2.898 4.752 0.006 -0.001 0.050
H 1.543 5.125 4.109 0.039 0.025 0.063
H 1.020 4.667 5.755 0.033 -0.013 -0.004
H -0.154 5.315 4.593 -0.005 -0.020 -0.060
```
Forces are in eV/Å.

These are the Löwdin partial charges, in e, on atoms 1 to 6:
1. C -0.0999
2. S 0.6229
3. O -0.2621
4. O -0.2622
5. N -0.0202
6. C -0.5716



ORCA calculation (wB97M-V/def2-TZVPD) on a 2-piece molecular cluster, CH8N5S overall.

Summary:
Total charge: +1
Gap between HOMO and LUMO, eV: 9.60
Energy relative to the best compared isomer or geometry (same formula, charge and spin), kcal/mol: 34.0

Geometry as XYZ:
```
15
Properties=species:S:1:pos:R:3:forces:R:3
C -0.957 -1.185 -0.706 0.301 0.427 0.094
N -1.337 -1.811 -1.816 -0.189 -0.254 -0.451
N -0.148 1.702 1.269 0.253 0.705 0.217
N 1.584 0.350 1.116 0.505 0.367 0.191
N -0.289 -0.079 -0.633 -0.350 -0.306 -0.769
N 0.297 0.496 1.137 0.422 0.471 0.469
S -1.389 -1.934 0.811 -0.280 -0.438 0.125
H -1.861 -2.669 -1.754 0.020 0.062 -0.074
H -1.150 -1.436 -2.736 -0.007 -0.036 0.211
H 0.389 2.522 0.990 -0.044 -0.275 0.008
H -1.144 1.811 1.397 0.092 -0.207 -0.091
H 2.215 1.096 0.831 -0.226 -0.079 -0.006
H 1.929 -0.598 1.081 -0.210 0.036 -0.020
H -0.016 0.374 -1.495 0.032 0.025 -0.286
H -0.749 -0.919 1.427 -0.320 -0.498 0.381
```
Forces are in eV/Å.

These are the natural (NBO) partial charges, in e, on atoms 1 to 6:
1. C 0.3412
2. N -0.7724
3. N -0.5224
4. N -0.5252
5. N -0.7103
6. N 0.1542



ORCA calculation (wB97M-V/def2-TZVPD) on one molecule with the formula C6H10N2O2.

Summary:
Gap between HOMO and LUMO, eV: 9.42
Energy relative to the best compared isomer or geometry (same formula, charge and spin), kcal/mol: 60.7

Geometry as XYZ:
```
20
Properties=species:S:1:pos:R:3:forces:R:3
C -0.775 0.533 0.789 1.359 -3.225 -1.394
C 1.688 0.031 0.115 1.188 -0.943 0.299
C -1.015 -1.734 0.591 1.432 -0.166 0.628
C 0.479 -0.230 -0.655 -3.190 1.211 3.330
C -0.801 1.861 1.308 2.617 3.156 -1.378
C 0.241 0.568 -1.864 -2.372 -1.076 -2.859
N -1.396 -0.469 1.224 0.523 0.250 -0.685
N -0.125 -1.503 -0.543 -0.884 -0.491 -4.021
O 2.182 1.121 0.263 -0.137 -0.523 0.029
O 2.231 -1.069 0.756 0.559 0.693 0.378
H -0.467 -2.425 1.284 -0.696 0.938 0.047
H -1.844 -2.282 0.202 -0.883 -0.247 0.068
H -1.548 1.935 2.013 -1.737 0.387 1.568
H -0.867 2.696 0.549 -0.473 -1.146 0.370
H 0.169 2.205 1.766 -0.641 -0.987 -0.161
H 0.423 1.599 -1.808 0.323 1.446 0.788
H -0.912 0.492 -2.246 2.789 -0.078 0.884
H 0.921 0.266 -2.687 -0.517 -0.226 0.157
H 2.125 -1.969 0.401 -0.755 0.828 -0.385
H -0.710 -1.627 -1.459 1.495 0.199 2.336
```
Forces are in eV/Å.

These are the natural (NBO) partial charges, in e, on atoms 1 to 6:
1. C 0.3585
2. C 0.7485
3. C -0.0646
4. C 0.0052
5. C -0.7231
6. C -0.6321



ORCA calculation (wB97M-V/def2-TZVPD) on C23H23BrFIrN4O3S as an isolated structure.

Summary:
<S²>: 0.761
Total charge: +3
Gap between HOMO and LUMO (alpha / beta), eV: 5.80 / 5.01
Multiplicity: 2
Energy relative to the best compared isomer or geometry (same formula, charge and spin), kcal/mol: 0.0

Geometry as XYZ:
```
57
Properties=species:S:1:pos:R:3:forces:R:3
Ir 1.843 -3.663 2.365 -1.223 2.028 -1.242
C -1.697 -1.836 -4.284 0.056 -0.005 0.036
C -2.307 -1.423 -2.953 -0.023 -0.068 -0.413
N -1.325 -1.530 -1.847 -0.033 0.014 0.200
C -1.255 -2.676 -1.193 -0.134 0.064 -0.044
C -0.359 -2.922 -0.168 0.227 -0.179 0.383
C -0.511 -4.158 0.632 -0.298 0.995 -0.524
O -1.585 -4.663 0.785 0.318 -0.579 0.229
O 0.626 -4.593 1.189 -0.221 -1.184 0.667
C 0.559 -1.960 0.217 -0.422 0.054 -0.706
O 1.411 -2.052 1.211 0.673 -0.781 1.148
C 0.516 -0.724 -0.515 0.510 0.060 0.320
C 1.445 0.294 -0.229 -0.049 -0.043 -0.046
C 1.353 1.503 -0.843 -0.053 -0.039 0.164
F 2.230 2.453 -0.507 -0.048 0.028 -0.022
C 0.311 1.809 -1.757 0.052 0.063 0.013
C -0.556 0.778 -2.082 -0.116 -0.036 -0.201
C -0.464 -0.492 -1.500 0.040 0.039 0.144
N 0.152 3.075 -2.313 0.095 -0.031 -0.243
C -1.143 3.741 -2.296 0.168 0.049 0.109
C -1.354 4.576 -3.550 -0.342 -0.248 0.154
N -0.230 5.558 -3.692 0.035 -0.081 -0.179
C 1.084 4.835 -3.727 0.397 -0.184 0.152
C 1.259 4.015 -2.456 -0.162 -0.025 0.044
H -2.449 -1.745 -5.067 0.007 0.040 -0.001
H -1.378 -2.878 -4.259 0.028 0.011 0.013
H -0.840 -1.216 -4.549 -0.011 0.010 -0.012
H -3.142 -2.075 -2.709 0.008 0.040 0.140
H -2.692 -0.409 -2.993 -0.026 -0.008 0.155
H -1.956 -3.451 -1.478 -0.034 0.022 0.014
H 2.225 0.117 0.496 -0.005 0.101 0.027
H -1.309 0.970 -2.831 0.036 -0.006 -0.024
H -1.208 4.398 -1.416 -0.051 -0.030 0.014
H -1.950 3.018 -2.215 -0.022 0.021 -0.027
H -2.300 5.113 -3.489 0.073 0.131 -0.024
H -1.365 3.951 -4.441 0.120 0.078 -0.057
H -0.239 6.220 -2.910 -0.021 0.013 -0.007
H -0.349 6.111 -4.544 -0.014 0.021 0.012
H 1.895 5.555 -3.816 -0.119 0.130 -0.027
H 1.088 4.189 -4.603 -0.134 0.068 -0.052
H 1.330 4.685 -1.589 0.054 -0.012 0.002
H 2.201 3.483 -2.547 0.019 0.028 0.004
S -1.488 -3.698 5.298 0.143 0.142 -0.021
C -0.579 -3.980 3.920 -0.319 -0.265 0.210
N 0.602 -3.382 3.905 0.683 -0.341 -0.599
C 0.847 -2.616 5.054 0.038 0.254 0.067
C 1.974 -1.856 5.360 0.017 -0.072 -0.128
C 1.990 -1.171 6.556 -0.052 -0.005 -0.002
C 0.902 -1.225 7.436 0.042 0.027 0.012
C -0.215 -1.976 7.142 -0.109 -0.052 0.067
C -0.232 -2.676 5.939 -0.017 -0.084 -0.169
H -0.950 -4.605 3.117 0.090 -0.049 0.015
H 2.810 -1.811 4.678 0.018 0.089 0.049
H 2.860 -0.583 6.814 -0.014 0.013 0.019
H 0.935 -0.669 8.363 0.024 -0.016 0.008
H -1.051 -2.024 7.826 0.003 -0.011 0.003
Br 4.031 -3.711 3.063 0.096 -0.193 0.180
```
Forces are in eV/Å.

These are the natural (NBO) partial charges, in e, on atoms 1 to 6:
1. Ir 1.4669
2. C -0.6264
3. C -0.2120
4. N -0.2895
5. C 0.2030
6. C -0.3209